1.
Density functional theory data (ωB97M-V/def2-TZVPD) for one molecule with the formula C22H22N4O5.

For the gap between HOMO and LUMO, the calculation gives 7.9 eV. The relative energy (zero: lowest compared OMol25 entry of this formula, charge and spin) is 142.0 kcal per mole. The value obtained for the HOMO energy is -8.53 eV. Its multiplicity is 1. The calculation puts the LUMO energy at -0.60 eV.

Last columns: bonded neighbours and bond lengths (Å).
Cartesian coordinates (Å):
1 C 4.1870 4.3465 0.3502  O2 1.409, H32 1.089, H33 1.094, H34 1.094
2 O 2.8978 4.5122 -0.1937  C1 1.409, C3 1.353
3 C 2.0402 3.4654 -0.1719  O2 1.353, C4 1.393, C31 1.399
4 C 2.3183 2.2080 0.3596  C3 1.393, C5 1.381, H35 1.078
5 C 1.3642 1.2105 0.3245  C4 1.381, C6 1.393, H36 1.076
6 C 0.1078 1.4358 -0.2330  C5 1.393, C7 1.452, C30 1.400
7 C -0.9043 0.3951 -0.2341  C6 1.452, N8 1.362, C21 1.384
8 N -2.2142 0.7452 -0.1068  C7 1.362, N9 1.377, H37 1.008
9 N -3.0175 -0.3670 -0.2266  N8 1.377, C10 1.381, C19 1.412
10 C -4.3887 -0.3026 -0.0793  N9 1.381, C11 1.401, C18 1.402
11 C -5.1805 -1.4048 -0.4281  C10 1.401, C12 1.375, H38 1.077
12 C -6.5487 -1.3372 -0.3054  C11 1.375, C13 1.393, H39 1.079
13 C -7.1472 -0.1691 0.1602  C12 1.393, N14 1.434, C17 1.391
14 N -8.5741 -0.0928 0.2754  C13 1.434, O15 1.214, O16 1.215
15 O -9.2206 -1.0727 -0.0336  N14 1.214
16 O -9.0530 0.9509 0.6736  N14 1.215
17 C -6.3707 0.9265 0.5224  C13 1.391, C18 1.376, H40 1.079
18 C -5.0008 0.8615 0.4061  C10 1.402, C17 1.376, H41 1.079
19 C -2.1852 -1.5031 -0.3282  N9 1.412, O20 1.212, C21 1.451
20 O -2.5898 -2.6432 -0.4009  C19 1.212
21 C -0.8302 -0.9839 -0.3180  C7 1.384, C19 1.451, C22 1.437
22 C 0.2566 -1.9105 -0.4754  C21 1.437, N23 1.266, H42 1.099
23 N 1.4839 -1.6005 -0.4681  C22 1.266, C24 1.428
24 C 2.4660 -2.6196 -0.6554  N23 1.428, C25 1.542, H43 1.102, H44 1.095
25 C 3.4383 -2.6382 0.5410  C24 1.542, C26 1.544, O29 1.416, H45 1.096
26 C 4.1845 -1.2947 0.6902  C25 1.544, C27 1.532, H46 1.088, H47 1.089
27 C 5.6637 -1.6808 0.5878  C26 1.532, C28 1.529, H48 1.088, H49 1.090
28 C 5.5919 -3.0332 -0.1228  C27 1.529, O29 1.410, H50 1.090, H51 1.100
29 O 4.4207 -3.6435 0.3711  C25 1.416, C28 1.410
30 C -0.1657 2.7011 -0.7665  C6 1.400, C31 1.375, H52 1.081
31 C 0.7836 3.6948 -0.7418  C3 1.399, C30 1.375, H53 1.078
32 H 4.6872 5.3041 0.2166  C1 1.089
33 H 4.1442 4.1063 1.4169  C1 1.094
34 H 4.7472 3.5685 -0.1773  C1 1.094
35 H 3.2773 1.9953 0.8044  C4 1.078
36 H 1.5877 0.2347 0.7199  C5 1.076
37 H -2.5844 1.6562 -0.3289  N8 1.008
38 H -4.7037 -2.3045 -0.7786  C11 1.077
39 H -7.1721 -2.1766 -0.5718  C12 1.079
40 H -6.8566 1.8143 0.8969  C17 1.079
41 H -4.4100 1.7075 0.7217  C18 1.079
42 H -0.0888 -2.9434 -0.6221  C22 1.099
43 H 2.0308 -3.6243 -0.7769  C24 1.102
44 H 3.0361 -2.3727 -1.5575  C24 1.095
45 H 2.8718 -2.8991 1.4422  C25 1.096
46 H 3.9532 -0.8145 1.6385  C26 1.088
47 H 3.8910 -0.6265 -0.1181  C26 1.089
48 H 6.2560 -0.9545 0.0359  C27 1.088
49 H 6.0957 -1.8102 1.5803  C27 1.090
50 H 6.4281 -3.6959 0.1021  C28 1.090
51 H 5.5271 -2.8954 -1.2125  C28 1.100
52 H -1.1147 2.9069 -1.2414  C30 1.081
53 H 0.5835 4.6674 -1.1625  C31 1.078

2.
Density functional theory data (ωB97M-V/def2-TZVPD) for a 2-piece molecular cluster, C22H22N9O5 overall.

For the gap between HOMO and LUMO, the calculation gives 6.4 eV. The value obtained for the HOMO energy is -4.68 eV. Its multiplicity is 1. The calculation puts the LUMO energy at 1.72 eV. Its total charge is -1.

Last columns: bonded neighbours and bond lengths (Å).
Cartesian coordinates (Å):
1 O -1.0860 0.0003 4.6036  C10 1.226
2 O 1.5122 -0.8353 -0.7027  C11 1.227
3 O 2.2762 4.3110 -2.1183  C12 1.251
4 O 3.1739 -0.2748 -4.4666  C13 1.228
5 O 4.0678 4.2038 -0.8251  C12 1.250
6 N -5.0401 -5.9059 -0.1702  N7 1.287, N8 1.372
7 N -5.5029 -6.6595 0.7640  N6 1.287, N28 1.346
8 N -4.5119 -4.7418 0.3273  N6 1.372, C14 1.301
9 N -0.2900 2.3438 -0.7237  C15 1.306, C23 1.389
10 C -1.1229 -0.0046 3.3782  O1 1.226, C25 1.470, N29 1.386
11 C 2.3468 -0.2265 -1.3643  O2 1.227, N32 1.333, C33 1.516
12 C 3.3377 3.7668 -1.7410  O3 1.251, O5 1.250, C35 1.535
13 C 3.0273 0.9421 -4.3966  O4 1.228, N31 1.340, C36 1.550
14 C -4.6650 -4.7817 1.6188  N8 1.301, C24 1.468, N28 1.366
15 C -1.3858 1.6364 -0.7935  N9 1.306, N30 1.383, H37 1.086
16 C 1.6752 2.3868 2.4537  C18 1.400, C20 1.403, H38 1.086
17 C -4.3992 -2.7332 4.7820  C19 1.396, C21 1.396, H39 1.086
18 C 1.3478 2.7060 1.1301  C16 1.400, C23 1.393, H40 1.087
19 C -4.7901 -3.7272 3.8837  C17 1.396, C24 1.404, H41 1.086
20 C 0.8639 1.5087 3.1889  C16 1.403, C25 1.410, H42 1.087
21 C -3.4554 -1.7764 4.4026  C17 1.396, C26 1.404, H43 1.084
22 C -3.3018 -2.7889 2.2240  C24 1.405, C26 1.400, H44 1.087
23 C 0.2077 2.1455 0.5580  N9 1.389, C18 1.393, C27 1.388
24 C -4.2517 -3.7588 2.5869  C14 1.468, C19 1.404, C22 1.405
25 C -0.2865 0.9309 2.6127  C10 1.470, C20 1.410, C27 1.409
26 C -2.8765 -1.8040 3.1236  C21 1.404, C22 1.400, N29 1.401
27 C -0.6000 1.2819 1.2842  C23 1.388, C25 1.409, N30 1.380
28 N -5.2819 -5.9677 1.8973  N7 1.346, C14 1.366, H45 1.014
29 N -1.9158 -0.8916 2.6670  C10 1.386, C26 1.401, H46 1.015
30 N -1.6209 0.9868 0.4040  C15 1.383, C27 1.380, H47 1.015
31 N 3.1537 1.6459 -5.5295  C13 1.340, C34 1.466, H48 1.007
32 N 1.9877 0.8670 -2.0359  C11 1.333, C36 1.477, H49 1.012
33 C 3.7839 -0.7080 -1.3402  C11 1.516, H50 1.087, H51 1.084, H52 1.088
34 C 2.9895 3.0904 -5.7171  N31 1.466, H53 1.090, H54 1.091, H55 1.092
35 C 3.8203 2.5164 -2.4883  C12 1.535, C36 1.545, H56 1.090, H57 1.090
36 C 2.6699 1.6665 -3.0735  C13 1.550, N32 1.477, C35 1.545, H58 1.087
37 H -2.0243 1.5842 -1.6702  C15 1.086
38 H 2.5647 2.8246 2.8963  C16 1.086
39 H -4.8278 -2.6962 5.7794  C17 1.086
40 H 1.9584 3.3882 0.5436  C18 1.087
41 H -5.5304 -4.4548 4.2013  C19 1.086
42 H 1.1370 1.2682 4.2130  C20 1.087
43 H -3.1849 -1.0150 5.1257  C21 1.084
44 H -2.8718 -2.8200 1.2264  C22 1.087
45 H -5.4832 -6.3004 2.8342  N28 1.014
46 H -1.6240 -0.9742 1.6981  N29 1.015
47 H -2.4648 0.4678 0.6233  N30 1.015
48 H 3.3766 1.0878 -6.3378  N31 1.007
49 H 1.0855 1.2283 -1.7539  N32 1.012
50 H 3.7969 -1.7507 -1.0318  C33 1.087
51 H 4.2447 -0.6152 -2.3170  C33 1.084
52 H 4.3315 -0.1039 -0.6204  C33 1.088
53 H 2.8807 3.3157 -6.7782  C34 1.090
54 H 3.8625 3.6216 -5.3340  C34 1.091
55 H 2.1023 3.4540 -5.1939  C34 1.092
56 H 4.4679 2.8521 -3.2977  C35 1.090
57 H 4.4387 1.9098 -1.8273  C35 1.090
58 H 1.9070 2.3770 -3.3829  C36 1.087

3.
Density functional theory data (ωB97M-V/def2-TZVPD) for a 2-piece molecular cluster, C22H22O2S overall.

For the gap between HOMO and LUMO, the calculation gives 5.5 eV. The value obtained for the HOMO energy is -7.00 eV. Its multiplicity is 1. The calculation puts the LUMO energy at -1.52 eV.

Last columns: bonded neighbours and bond lengths (Å).
Cartesian coordinates (Å):
1 C 2.0659 0.4373 1.4886  C2 1.483, H10 1.105, H11 1.107, H12 1.101
2 C 1.0729 -0.6643 1.4803  C1 1.483, C3 1.488, C4 1.427
3 C 1.5314 -2.0447 1.1649  C2 1.488, H13 1.095, H14 1.095, H15 1.104
4 C -0.1536 -0.4854 2.1866  C2 1.427, C5 1.428, C9 1.427
5 C -1.0493 -1.5694 2.4366  C4 1.428, C6 1.383, H16 1.091
6 C -2.2418 -1.3699 3.1075  C5 1.383, C7 1.403, H17 1.093
7 C -2.5952 -0.0934 3.5712  C6 1.403, C8 1.402, H18 1.088
8 C -1.7112 0.9782 3.3794  C7 1.402, C9 1.384, H19 1.093
9 C -0.5104 0.7910 2.7163  C4 1.427, C8 1.384, H20 1.093
10 H 1.7046 1.2791 0.8712  C1 1.105
11 H 2.2284 0.8226 2.5130  C1 1.107
12 H 3.0321 0.1140 1.0716  C1 1.101
13 H 0.7202 -2.6619 0.7636  C3 1.095
14 H 2.3383 -2.0404 0.4254  C3 1.095
15 H 1.9129 -2.5125 2.0895  C3 1.104
16 H -0.7703 -2.5750 2.1170  C5 1.091
17 H -2.9026 -2.2225 3.2852  C6 1.093
18 H -3.5232 0.0530 4.1198  C7 1.088
19 H -1.9531 1.9707 3.7668  C8 1.093
20 H 0.1934 1.6215 2.6164  C9 1.093
21 C -4.2763 2.2364 -1.5187  C22 1.400, C36 1.399, H37 1.092
22 C -3.7726 1.6995 -0.3275  C21 1.400, C23 1.397, H38 1.091
23 C -2.6935 0.8128 -0.3711  C22 1.397, C24 1.394, H39 1.089
24 C -2.0890 0.5016 -1.5884  C23 1.394, S25 1.811, C35 1.400
25 S -0.7030 -0.6641 -1.5922  C24 1.811, C26 1.721, O33 1.453, O34 1.449
26 C 0.6634 0.2219 -1.0345  S25 1.721, C27 1.435, H40 1.093
27 C 1.9478 -0.0665 -1.6071  C26 1.435, C28 1.424, C32 1.432
28 C 2.9230 0.9703 -1.6499  C27 1.424, C29 1.391, H41 1.090
29 C 4.2718 0.6790 -1.8234  C28 1.391, C30 1.402, H42 1.095
30 C 4.6932 -0.6462 -1.9980  C29 1.402, C31 1.401, H43 1.092
31 C 3.7368 -1.6662 -2.0803  C30 1.401, C32 1.391, H44 1.103
32 C 2.3788 -1.3800 -1.9816  C27 1.432, C31 1.391, H45 1.095
33 O -1.1445 -1.6533 -0.6238  S25 1.453
34 O -0.5282 -1.0566 -2.9760  S25 1.449
35 C -2.5975 1.0236 -2.7834  C24 1.400, C36 1.399, H46 1.088
36 C -3.6877 1.8987 -2.7417  C21 1.399, C35 1.399, H47 1.092
37 H -5.1337 2.9128 -1.4919  C21 1.092
38 H -4.2175 1.9478 0.6367  C22 1.091
39 H -2.3283 0.3380 0.5381  C23 1.089
40 H 0.3802 1.2577 -0.8300  C26 1.093
41 H 2.5673 1.9952 -1.5393  C28 1.090
42 H 4.9983 1.4986 -1.8321  C29 1.095
43 H 5.7568 -0.8759 -2.0927  C30 1.092
44 H 4.0658 -2.7028 -2.2613  C31 1.103
45 H 1.6312 -2.1510 -2.1948  C32 1.095
46 H -2.1510 0.7321 -3.7316  C35 1.088
47 H -4.0809 2.3086 -3.6742  C36 1.092

4.
Density functional theory data (ωB97M-V/def2-TZVPD) for one molecule with the formula C22H23F2NO2.

For the gap between HOMO and LUMO, the calculation gives 8.0 eV. The relative energy (zero: lowest compared OMol25 entry of this formula, charge and spin) is 26.4 kcal per mole. The value obtained for the HOMO energy is -7.88 eV. Its multiplicity is 1. The calculation puts the LUMO energy at 0.13 eV.

Last columns: bonded neighbours and bond lengths (Å).
Cartesian coordinates (Å):
1 C -6.8669 -0.9452 0.8566  O2 1.406, H28 1.095, H29 1.089, H30 1.095
2 O -5.9870 -0.1347 0.1170  C1 1.406, C3 1.362
3 C -4.6985 -0.5464 -0.0394  O2 1.362, C4 1.390, C27 1.397
4 C -4.1562 -1.7074 0.5001  C3 1.390, C5 1.382, H31 1.079
5 C -2.8277 -2.0158 0.2743  C4 1.382, C6 1.394, H32 1.081
6 C -2.0000 -1.1961 -0.4911  C5 1.394, C7 1.454, C26 1.398
7 C -0.6070 -1.5712 -0.6718  C6 1.454, C8 1.331, H33 1.082
8 C 0.2978 -0.9272 -1.4055  C7 1.331, C9 1.498, H34 1.081
9 C 1.7412 -1.3087 -1.5270  C8 1.498, N10 1.449, H35 1.097, H36 1.104
10 N 2.2239 -2.1410 -0.4440  C9 1.449, C11 1.452, C25 1.441
11 C 3.5222 -2.7365 -0.7036  N10 1.452, C12 1.533, H37 1.092, H38 1.095
12 C 4.6747 -1.7296 -0.6217  C11 1.533, C13 1.528, H39 1.091, H40 1.091
13 C 4.6809 -1.0484 0.7457  C12 1.528, C14 1.533, H41 1.091, H42 1.093
14 C 3.3116 -0.4367 1.0611  C13 1.533, C15 1.510, C25 1.551, H43 1.095
15 C 3.0779 0.8397 0.2899  C14 1.510, O16 1.212, C17 1.502
16 O 3.9316 1.3713 -0.3874  C15 1.212
17 C 1.7173 1.4672 0.3931  C15 1.502, C18 1.394, C23 1.393
18 C 1.2725 2.1821 -0.7182  C17 1.394, C19 1.379, H44 1.080
19 C 0.0159 2.7512 -0.7231  C18 1.379, F20 1.346, C21 1.385
20 F -0.3977 3.4106 -1.8214  C19 1.346
21 C -0.8385 2.6513 0.3619  C19 1.385, C22 1.381, H45 1.078
22 C -0.3943 1.9826 1.4858  C21 1.381, C23 1.384, H46 1.078
23 C 0.8643 1.4066 1.4931  C17 1.393, C22 1.384, F24 1.349
24 F 1.2534 0.8020 2.6352  C23 1.349
25 C 2.2079 -1.5062 0.8496  N10 1.441, C14 1.551, H47 1.094, H48 1.089
26 C -2.5610 -0.0329 -1.0274  C6 1.398, C27 1.375, H49 1.078
27 C -3.8799 0.2870 -0.8057  C3 1.397, C26 1.375, H50 1.079
28 H -6.5389 -1.0524 1.8958  C1 1.095
29 H -7.8280 -0.4339 0.8346  C1 1.089
30 H -6.9752 -1.9370 0.4057  C1 1.095
31 H -4.7559 -2.3771 1.0966  C4 1.079
32 H -2.4219 -2.9217 0.7021  C5 1.081
33 H -0.2956 -2.4608 -0.1397  C7 1.082
34 H 0.0246 -0.0580 -1.9869  C8 1.081
35 H 1.8757 -1.8719 -2.4588  C9 1.097
36 H 2.3291 -0.3803 -1.6287  C9 1.104
37 H 3.4980 -3.2116 -1.6871  C11 1.092
38 H 3.6731 -3.5194 0.0473  C11 1.095
39 H 4.5691 -0.9757 -1.4028  C12 1.091
40 H 5.6220 -2.2463 -0.7831  C12 1.091
41 H 5.4432 -0.2676 0.7664  C13 1.091
42 H 4.9205 -1.7852 1.5161  C13 1.093
43 H 3.2805 -0.1568 2.1196  C14 1.095
44 H 1.9212 2.2798 -1.5756  C18 1.080
45 H -1.8205 3.0934 0.3233  C21 1.078
46 H -1.0142 1.8971 2.3637  C22 1.078
47 H 2.3650 -2.2900 1.5970  C25 1.094
48 H 1.2209 -1.0754 1.0124  C25 1.089
49 H -1.9585 0.6300 -1.6279  C26 1.078
50 H -4.3122 1.1839 -1.2211  C27 1.079